# 1
Computed, not measured: a 2-piece molecular cluster, C4H10O overall in a non-equilibrium geometry, with ωB97M-V with the def2-TZVPD basis set.

Summary:
SMILES: C=O.CCC
Relative energy (zero: lowest compared OMol25 entry of this formula, charge and spin) (kcal/mol): 50.95
Gap between HOMO and LUMO (eV): 10.8

Geometry as XYZ:
```
15
Properties=species:S:1:pos:R:3:lowdin_charge:R:1
C 2.3923 -1.8229 2.6192 -0.11
O 2.4332 -3.0010 3.0014 -0.04
H 1.4726 -1.2655 2.5603 0.06
H 3.3040 -1.1498 2.7061 0.09
C -0.4527 -0.0413 -1.9613 -0.17
C -0.4390 1.1544 -1.0027 -0.33
C -1.6031 1.0094 0.0565 -0.14
H -1.2809 -0.0738 -2.6754 0.07
H 0.4226 -0.0759 -2.6357 0.06
H -0.4765 -1.0362 -1.4257 0.08
H 0.5805 1.5038 -0.4059 0.14
H -0.7637 2.1052 -1.6061 0.11
H -1.6272 1.7444 0.7522 0.01
H -1.4500 0.0757 0.6499 0.07
H -2.5122 0.8737 -0.6328 0.10
```


# 2
Computed, not measured: a 12-piece molecular cluster, C58H110F18N7O13 overall in a non-equilibrium geometry, with ωB97M-V with the def2-TZVPD basis set.

Summary:
Gap between HOMO and LUMO (eV): 1.1
Net charge: -1

Geometry as XYZ:
```
206
Properties=species:S:1:pos:R:3:lowdin_charge:R:1
C 6.4060 -0.0792 -2.1325 -0.07
C 7.1711 -0.7610 -3.2472 -0.41
C 7.6477 -2.1849 -2.9894 -0.21
O 8.8282 -2.5237 -3.6780 -0.16
C 9.9967 -1.9357 -3.1786 -0.13
N 6.3859 -0.8876 -4.5504 0.07
H 5.5571 -1.3813 -4.2225 0.04
H 0.0508 2.1483 -12.9238 -0.04
H 6.1008 0.0620 -4.7733 0.06
H 5.6092 -0.7301 -1.7448 0.07
H 6.0089 0.8747 -2.4486 0.08
H 7.1484 0.0522 -1.3403 0.07
H 8.0439 -0.1981 -3.5299 0.12
H 6.8326 -2.8382 -3.3511 0.13
H 7.8440 -2.2749 -1.8959 0.12
H 10.8446 -2.6237 -3.2551 0.09
H 9.8735 -1.6589 -2.1395 0.08
H 10.2852 -1.0630 -3.7413 0.08
C -8.0595 -3.3418 4.1364 -0.07
C -7.1324 -2.1606 4.0956 -0.16
N -5.7139 -2.6006 4.2595 -0.05
C -5.0939 -2.8282 5.4425 -0.03
C -3.7493 -2.9019 5.1608 -0.04
N -3.6073 -2.7729 3.8505 -0.07
C -4.7995 -2.5102 3.2761 0.02
C -2.3183 -2.5997 3.1935 0.01
H -9.1109 -3.0398 4.2344 0.09
H -7.7828 -4.0270 4.9763 0.09
H -7.9491 -3.9255 3.2166 0.09
H -7.2313 -1.3843 4.9023 0.14
H -7.1757 -1.5905 3.1834 0.10
H -5.6684 -2.8908 6.3653 0.14
H -2.8691 -3.0839 5.7532 0.14
H -4.9544 -2.4818 2.2005 0.18
H -2.2220 -3.2392 2.3143 0.06
H -1.5850 -2.8949 3.9685 0.11
H -2.2171 -1.5194 2.9562 0.08
C -1.2020 -1.2769 -0.3106 -0.04
C -1.3541 0.0194 -1.0318 -0.17
N -0.2976 0.2458 -2.0385 -0.06
C -0.3757 -0.3178 -3.2641 0.02
C 0.8924 -0.1846 -3.7392 -0.02
N 1.5843 0.5762 -2.8990 -0.05
C 0.8639 0.7979 -1.7611 0.01
C 2.9693 1.0658 -3.0034 0.03
H -1.0913 -2.0942 -1.0187 0.08
H -2.0654 -1.3832 0.3431 0.07
H -0.2407 -1.2198 0.2255 0.08
H -1.3478 0.8631 -0.3409 0.10
H -2.2412 0.2294 -1.6718 0.14
H -1.2866 -0.7127 -3.6830 0.13
H 1.3529 -0.7174 -4.5456 0.11
H 1.0962 1.4227 -0.8587 0.15
H 3.5300 0.4406 -3.6854 0.08
H 3.2493 0.9755 -1.9617 0.07
H 3.0042 2.1471 -3.1924 0.09
C 5.8804 2.5203 3.6014 -0.09
C 5.6242 1.0482 3.4472 -0.23
C 4.7552 0.8383 2.1800 -0.14
N 4.5965 -0.5984 1.7783 -0.23
C 4.1023 -1.3252 3.0167 -0.11
C 3.4256 -2.6548 2.6839 -0.15
C 2.4254 -2.5825 1.5402 -0.15
C 3.0910 -1.9802 0.2514 -0.14
C 3.6049 -0.6092 0.5710 -0.10
C 5.8563 -1.2212 1.2795 0.01
H 6.3959 2.8131 4.4988 0.07
H 4.8704 2.9884 3.7119 0.07
H 6.3279 2.9079 2.6865 0.09
H 5.1841 0.6139 4.3616 0.11
H 6.5526 0.4867 3.2778 0.11
H 5.2525 1.2976 1.3140 0.14
H 3.8013 1.3061 2.3749 0.11
H 3.3855 -0.6384 3.5070 0.14
H 4.9899 -1.4174 3.6378 0.12
H 2.9757 -2.9821 3.6181 0.12
H 4.2207 -3.3811 2.4800 0.12
H 1.5416 -1.9793 1.7158 0.10
H 2.0359 -3.5515 1.2605 0.12
H 2.3413 -1.8959 -0.5385 0.11
H 3.8740 -2.6600 -0.0319 0.10
H 2.8376 0.1384 0.7980 0.10
H 4.1511 -0.0450 -0.1836 0.11
H 6.3311 -0.6542 0.4863 0.08
H 5.6107 -2.1344 0.7569 0.10
H 6.5454 -1.4659 2.0885 0.11
C 0.0912 1.3559 2.3031 -0.07
C -0.6512 2.2994 3.2544 -0.21
C -1.3123 1.4318 4.3193 -0.14
N -2.4198 2.0890 5.1305 -0.22
C -3.3767 0.9141 5.5264 -0.11
C -4.5298 1.3877 6.3849 -0.18
C -4.0357 2.0191 7.6786 -0.18
C -3.0003 3.1664 7.4115 -0.13
C -1.9154 2.6296 6.4357 -0.13
C -3.1814 3.1873 4.3101 0.07
H 0.4879 1.9061 1.4770 0.03
H -0.4766 0.4207 2.0482 0.09
H 1.0086 1.0359 2.8208 0.07
H -1.3868 2.9087 2.6979 0.08
H 0.0208 3.0031 3.7323 0.10
H -0.5489 0.8917 4.9487 0.15
H -1.8692 0.6498 3.7521 0.09
H -2.7734 0.1403 6.0385 0.14
H -3.7682 0.4915 4.5739 0.10
H -5.1201 0.4354 6.5422 0.13
H -5.2219 2.0348 5.8578 0.11
H -3.6192 1.3030 8.4280 0.12
H -4.8585 2.4504 8.2446 0.10
H -2.6046 3.5531 8.3478 0.11
H -3.3815 3.9998 6.8700 0.09
H -1.3127 1.7829 6.8083 0.13
H -1.1793 3.3790 6.0876 0.14
H -4.0740 3.3881 4.9020 0.09
H -3.3956 2.8015 3.3018 0.08
H -2.5473 4.0411 4.2486 0.10
C -5.2874 -1.1453 -4.9483 -0.50
O -5.1503 0.1884 -4.3939 -0.11
O -6.0188 -1.2460 -6.0415 -0.02
C -3.9681 -1.7563 -4.9589 -0.59
F -3.2898 -1.7488 -3.8407 0.14
F -3.9297 -3.0782 -5.3366 0.12
F -3.1355 -1.1843 -5.8618 0.12
C -4.9909 1.2406 -5.4197 -0.24
C -5.1705 2.4930 -4.6675 -0.08
H -6.1858 2.5857 -4.3118 0.07
H -4.4338 2.5087 -3.8816 0.06
H -4.9981 3.3244 -5.3741 0.09
H -5.6974 0.9507 -6.2012 0.11
H -3.9760 1.1390 -5.8391 0.11
H -5.6088 -1.6115 -3.9693 0.18
C -1.7770 -6.5900 0.4666 -0.51
O -1.7857 -5.6115 -0.6297 -0.09
O -0.8733 -7.4659 0.2592 -0.09
C -1.2762 -5.7851 1.7873 -0.57
F -2.3227 -5.3921 2.6792 0.00
F -0.5328 -6.5736 2.5271 0.14
F -0.6195 -4.7039 1.5625 0.16
C -2.8041 -4.6272 -0.4776 -0.32
C -3.0337 -3.9254 -1.7930 -0.08
H -2.0206 -3.7802 -2.1092 0.06
H -3.4422 -4.6629 -2.5006 0.10
H -3.5473 -2.9828 -1.6926 0.06
H -2.5494 -3.8313 0.2835 0.09
H -3.7319 -5.1055 -0.1188 0.11
H -2.8229 -6.8052 0.6697 0.12
C 3.1957 -3.8405 -4.8926 -0.56
O 2.0565 -2.7537 -5.1509 -0.20
O 4.1805 -3.8341 -5.5542 -0.01
C 3.4016 -3.2748 -3.4247 -0.44
F 3.5529 -1.8983 -3.4601 0.04
F 2.4565 -3.4380 -2.4176 0.07
F 4.5839 -3.6926 -2.8892 0.08
C 1.7535 -2.9180 -6.5308 -0.30
C 0.5007 -2.0582 -6.7577 -0.10
H -0.3267 -2.4815 -6.1949 0.06
H 0.5594 -1.0066 -6.4403 0.05
H 0.1940 -2.0773 -7.8263 0.08
H 1.4018 -3.9423 -6.7276 0.11
H 2.5392 -2.6374 -7.2596 0.12
H 2.5696 -4.7954 -4.9125 0.16
C -4.0202 0.7176 1.6499 -0.46
O -3.5058 2.0416 1.6321 -0.15
O -3.5678 0.0427 2.6600 -0.19
C -5.7001 0.8116 1.7217 -0.49
F -6.1796 -0.4205 1.7013 0.11
F -6.0879 1.3900 2.9751 0.03
F -6.3312 1.5064 0.8106 0.17
C -3.4426 2.6843 0.3642 -0.24
C -2.3754 3.7425 0.4347 -0.06
H -1.3254 3.4053 0.5898 0.07
H -2.4248 4.2245 -0.4940 0.04
H -2.6463 4.4876 1.2120 0.10
H -4.3755 3.1711 0.0601 0.13
H -3.2139 1.9455 -0.4041 0.10
H -3.8377 0.3024 0.6113 0.14
C 3.0217 3.1799 0.8548 -0.50
O 2.6745 3.5263 2.1630 -0.09
O 2.5580 1.9822 0.6201 -0.22
C 2.2355 4.1466 -0.2374 -0.49
F 2.1954 5.4825 -0.1153 0.13
F 2.8546 3.8833 -1.4268 0.10
F 0.9578 3.7120 -0.2253 0.11
C 3.2990 4.7067 2.5950 -0.29
C 2.7217 5.1668 3.9370 -0.06
H 1.6415 5.1932 3.8905 0.06
H 2.9362 4.4647 4.7686 0.07
H 3.1750 6.1190 4.1956 0.07
H 3.1237 5.5156 1.8902 0.11
H 4.3771 4.5506 2.6898 0.09
H 4.1172 3.3451 0.7092 0.15
C 0.0871 4.3807 -4.2893 -0.45
O -0.5796 3.9770 -5.6387 -0.10
O 0.5146 5.5225 -4.1577 0.02
C -1.3016 4.1545 -3.3592 -0.44
F -1.6933 2.8051 -3.3035 0.05
F -1.2607 4.5950 -2.1278 0.14
F -2.4005 4.8080 -3.9402 0.07
C -0.2712 2.6431 -5.9752 -0.35
C -0.9928 2.2465 -7.2195 -0.07
H -2.0610 2.3635 -6.9751 0.07
H -0.8116 2.9118 -8.0706 0.08
H -0.8627 1.1715 -7.4655 0.08
H -0.4508 1.8945 -5.2106 0.08
H 0.8069 2.5170 -6.0889 0.11
H 0.7133 3.4533 -3.9997 0.15
```


# 3
Computed, not measured: C30H27N3O3PtS2 as an isolated structure, with ωB97M-V with the def2-TZVPD basis set.

Summary:
Relative energy (zero: lowest compared OMol25 entry of this formula, charge and spin) (kcal/mol): 34.80
Gap between HOMO and LUMO (alpha / beta) (eV): 4.7 / 4.5
Net charge: +2

Geometry as XYZ:
```
66
Properties=species:S:1:pos:R:3:lowdin_charge:R:1
Pt 0.3362 0.0744 -0.5046 1.14
C 4.1645 0.4842 -2.1917 0.01
C 2.9722 -0.2092 -1.6105 -0.15
N 1.7382 0.4580 -1.7835 -0.17
N 1.7942 1.5353 -2.4954 -0.05
C 0.6978 2.3116 -2.4288 -0.98
S -0.5762 1.9164 -1.3528 0.75
S 0.7696 3.6671 -3.4530 1.08
C -0.8731 4.4491 -3.3044 -0.38
C -1.8867 3.8085 -4.2101 -0.31
C -1.8023 3.9990 -5.5879 -0.05
C -2.7208 3.3977 -6.4308 -0.06
C -3.7308 2.6020 -5.9043 -0.06
C -3.8344 2.4300 -4.5324 -0.06
C -2.9115 3.0277 -3.6857 -0.07
C 3.0765 -1.4411 -0.9729 -0.05
C 4.3915 -2.0028 -0.7380 0.00
C 4.5587 -3.2487 -0.2523 -0.02
C 3.4289 -4.0766 0.0355 0.01
C 2.1646 -3.6231 -0.1283 0.01
C 1.9271 -2.3001 -0.6010 -0.30
O 0.7311 -1.9345 -0.7938 -0.11
H 4.0131 1.5550 -2.2491 0.09
H 4.3379 0.1216 -3.2084 0.13
H 5.0547 0.2855 -1.6082 0.08
H -0.6556 5.4780 -3.5934 0.10
H -1.1745 4.4506 -2.2564 0.07
H -1.0252 4.6305 -6.0031 0.12
H -2.6558 3.5571 -7.4984 0.12
H -4.4401 2.1231 -6.5654 0.11
H -4.6430 1.8427 -4.1186 0.11
H -3.0167 2.9183 -2.6136 0.09
H 5.2679 -1.4184 -0.9583 0.11
H 5.5538 -3.6381 -0.0914 0.13
H 3.5957 -5.0852 0.3926 0.13
H 1.2976 -4.2399 0.0613 0.13
C -1.5353 0.0132 5.3939 -0.02
O -1.3939 -0.8838 4.2887 -0.07
C -2.3388 -0.8622 3.3325 -0.23
C -3.3696 0.0707 3.2511 0.01
C -4.3125 -0.0206 2.2414 -0.05
C -4.2684 -1.0448 1.3047 -0.06
C -3.2523 -1.9791 1.3767 -0.01
C -2.2831 -1.8717 2.3628 -0.17
N -1.2938 -2.8987 2.4272 0.17
C -0.0229 -2.8742 2.7184 0.03
C 0.8758 -1.7743 2.8703 -0.15
C 1.9829 -1.9859 3.7159 -0.01
C 2.8475 -0.9604 4.0153 -0.06
C 2.6259 0.3023 3.4596 -0.03
C 1.5824 0.5257 2.5834 -0.01
C 0.7079 -0.5137 2.2455 -0.36
O -0.2683 -0.3473 1.3623 -0.27
H -0.7215 -0.2245 6.0714 0.10
H -2.4909 -0.1423 5.8951 0.11
H -1.4462 1.0491 5.0639 0.10
H -3.4453 0.8608 3.9829 0.12
H -5.1052 0.7141 2.1979 0.12
H -5.0232 -1.1199 0.5353 0.11
H -3.1982 -2.7916 0.6619 0.13
H -1.6795 -3.8248 2.2832 0.18
H 0.4019 -3.8614 2.8729 0.15
H 2.1227 -2.9604 4.1684 0.13
H 3.6791 -1.1254 4.6851 0.12
H 3.2826 1.1224 3.7205 0.12
H 1.4152 1.5032 2.1488 0.12
```


What are the E values for these records? In order: -233.56376, -5434.32571, -2464.43983 a.u..